# C39H38BF4O23

A cluster of 9 separate species, C39H38BF4O23 in total at a distorted geometry (ωB97M-V/def2-TZVPD, OMol25).

For the gap between HOMO and LUMO, the calculation gives 0.224 hartree. For the energy above the lowest of the compared OMol25 structures with the same formula, charge and spin, the calculation gives 297.14 kJ/mol. As for the net charge: -1. The value obtained for the highest occupied orbital energy is -6.85 eV.

XYZ file:
```
105
Properties=species:S:1:pos:R:3:forces:R:3
B 0.092495 -0.037267 1.314733 -2.1 0.0 0.8
F 0.308495 -0.293267 2.677733 -0.1 0.1 0.0
F 1.252495 -0.187267 0.686733 3.1 0.7 -1.2
F -0.719505 -0.971267 0.651733 -1.1 -0.7 0.4
F -0.541505 1.207733 1.156733 0.2 0.2 0.3
C 3.341495 0.839733 -3.613267 6.3 3.7 -1.4
C 4.497495 1.715733 -4.062267 -4.7 -2.2 -0.4
C 5.277495 2.534733 -3.140267 2.9 1.5 2.0
O 6.255495 3.262733 -3.514267 -2.8 -1.9 0.0
C 4.974495 2.425733 -1.739267 -4.6 -2.6 2.9
C 3.828495 1.614733 -1.214267 2.1 0.5 -2.0
C 3.187495 0.590733 -2.204267 -0.2 1.5 -0.3
O 2.440495 -0.287267 -1.850267 -0.2 -0.3 1.0
O 3.311495 1.600733 0.011733 7.1 5.6 -2.1
O 4.790495 1.998733 -5.346267 -6.4 -8.0 0.8
H 2.942495 0.112733 -4.249267 -0.8 -0.7 -1.1
H 5.444495 3.029733 -0.992267 0.4 0.5 -0.1
H 2.645495 1.074733 0.200733 -5.3 -4.8 0.6
H 5.314495 2.666733 -5.374267 5.9 7.0 -0.1
C -2.597505 -2.848267 -4.739267 5.5 1.3 -5.7
C -1.205505 -2.279267 -5.265267 -7.6 -3.5 -0.5
C -0.198505 -1.947267 -4.315267 -0.8 -0.3 4.2
O 0.912495 -1.788267 -4.699267 3.0 0.8 -1.5
C -0.519505 -1.924267 -2.857267 -3.6 -1.6 1.9
C -1.891505 -2.413267 -2.379267 6.4 3.6 0.8
C -2.740505 -3.038267 -3.408267 -6.2 -0.5 6.1
O -3.866505 -3.526267 -2.921267 4.1 1.0 -2.0
O -2.332505 -2.154267 -1.081267 0.8 -1.1 -2.5
O -0.955505 -2.343267 -6.571267 -8.0 -3.8 4.0
H -3.413505 -3.374267 -5.317267 1.4 1.0 0.1
H 0.342495 -1.626267 -2.149267 -1.7 -0.3 -1.2
H -1.639505 -1.709267 -0.508267 -0.5 -0.5 -1.0
H -0.284505 -1.989267 -6.958267 7.2 3.8 -2.7
C -0.298505 2.440733 -4.341267 -4.0 -3.9 -6.6
C -1.377505 1.363733 -4.483267 3.6 5.8 -2.8
C -2.037505 0.890733 -3.316267 -4.2 -2.8 0.3
O -3.066505 0.116733 -3.463267 3.2 2.3 0.1
C -1.578505 1.334733 -2.078267 4.3 2.8 4.0
C -0.483505 2.381733 -1.936267 -0.8 -2.8 1.4
C 0.209495 2.968733 -3.196267 0.3 -0.4 3.7
O 1.158495 3.719733 -3.096267 -0.3 0.1 0.0
O 0.251495 2.741733 -0.770267 -0.9 0.4 -6.0
O -1.978505 1.132733 -5.696267 -0.3 -2.1 2.4
H 0.133495 2.927733 -5.292267 -0.9 -1.1 1.4
H -1.869505 0.691733 -1.191267 0.2 1.3 -1.0
H -0.241505 2.457733 -0.060267 -1.7 -1.5 3.1
H -2.682505 0.367733 -5.491267 1.7 2.1 -0.2
C 2.996495 -4.858267 -0.142267 1.5 5.6 0.6
C 2.944495 -3.311267 0.101733 -3.2 -8.2 -1.7
C 4.160495 -2.560267 0.239733 1.6 0.9 0.2
O 4.069495 -1.353267 0.309733 0.2 0.8 0.2
C 5.463495 -3.242267 0.347733 -3.0 -8.0 -1.6
C 5.479495 -4.766267 0.170733 4.5 6.2 2.6
C 4.347495 -5.501267 -0.354267 -3.2 -1.4 -0.2
O 4.453495 -6.615267 -0.872267 0.3 1.3 0.6
O 6.614495 -5.531267 0.558733 -6.8 -2.0 -3.6
O 1.692495 -2.829267 0.051733 0.8 2.7 0.6
H 2.081495 -5.435267 -0.319267 0.5 0.4 0.0
H 6.308495 -2.728267 0.586733 2.1 1.4 0.7
H 7.321495 -5.139267 0.921733 3.6 3.2 2.0
H 1.549495 -1.784267 0.196733 1.2 -2.7 -0.4
C -3.797505 -3.711267 2.646733 -0.1 -3.2 -4.3
C -2.934505 -4.551267 1.851733 -3.7 3.7 2.4
C -1.495505 -4.323267 1.879733 3.3 -1.2 3.3
O -0.768505 -5.236267 1.458733 -0.8 1.5 -0.7
C -0.918505 -3.269267 2.835733 -7.9 2.7 1.7
C -1.963505 -2.356267 3.596733 7.5 -0.4 -3.1
C -3.341505 -2.710267 3.587733 -2.4 -0.3 0.3
O -4.133505 -2.153267 4.328733 0.1 0.2 0.0
O -1.626505 -1.082267 4.110733 -5.6 -4.5 1.0
O -3.407505 -5.493267 1.043733 1.2 0.4 -0.9
H -4.912505 -3.749267 2.274733 2.2 0.0 1.6
H 0.065495 -2.985267 2.835733 2.3 0.4 -0.2
H -0.791505 -0.936267 3.832733 4.6 1.1 -1.6
H -2.659505 -5.608267 0.395733 -0.8 -0.6 0.6
C -4.846505 2.428733 -0.101267 9.9 0.6 10.9
C -4.967505 1.362733 1.035733 -2.1 -0.4 -0.2
O -5.788505 1.536733 1.916733 0.9 -0.2 -0.3
C -4.119505 0.047733 0.961733 -0.4 1.7 1.2
H -3.692505 2.592733 -0.171267 -1.5 -1.1 -1.1
H -4.966505 3.422733 0.166733 -1.5 1.8 1.6
H -5.303505 2.306733 -0.853267 -5.8 -2.6 -10.7
H -4.382505 -0.703267 1.778733 0.0 1.0 -1.5
H -3.169505 0.490733 1.235733 0.8 -0.3 0.2
H -3.968505 -0.260267 -0.065267 -0.4 -0.6 -0.1
C -2.301505 5.492733 4.184733 3.9 -2.1 -0.2
C -2.950505 5.120733 2.917733 -4.1 -1.0 -1.6
O -4.226505 5.223733 2.673733 5.8 -0.1 1.4
C -2.012505 4.566733 1.907733 2.5 1.5 1.0
H -3.008505 6.062733 4.612733 -1.9 2.0 2.8
H -1.308505 5.995733 4.047733 -1.2 0.4 -0.5
H -1.770505 4.646733 4.794733 -2.1 0.9 -0.9
H -1.598505 3.590733 2.084733 0.2 -0.4 0.7
H -1.150505 5.271733 1.666733 -0.7 -0.7 1.0
H -2.429505 4.526733 1.003733 -2.3 -0.4 -3.6
C 2.728495 1.711733 5.061733 -4.7 -2.3 -1.3
C 2.107495 2.907733 5.523733 -2.3 6.4 2.1
O 2.633495 4.025733 5.836733 -0.4 -4.0 -1.3
C 0.539495 2.954733 5.689733 -0.1 -2.8 0.1
H 3.641495 1.931733 4.756733 4.5 0.3 -0.9
H 2.107495 1.464733 4.093733 1.1 0.1 1.7
H 2.543495 0.873733 5.764733 0.5 0.4 -0.5
H -0.049505 3.243733 4.776733 1.0 -0.2 0.6
H 0.341495 3.700733 6.485733 -0.1 -0.8 -0.4
H 0.177495 1.809733 5.918733 0.5 2.9 -0.2
```
Forces are in eV/Å.


# C39H38BrNO4

A cluster of 2 separate species, C39H38BrNO4 in total at a distorted geometry (ωB97M-V/def2-TZVPD, OMol25).

For the gap between HOMO and LUMO, the calculation gives 0.279 hartree. As for the net charge: 0. The value obtained for the highest occupied orbital energy is -8.78 eV.

XYZ file:
```
83
Properties=species:S:1:pos:R:3:forces:R:3
C -1.179780 2.481684 -5.186127 -0.3 -0.1 0.4
C -1.594085 2.077883 -4.119812 1.0 -1.1 -0.1
C -1.654524 1.286674 -2.860999 -0.2 0.8 -0.4
C -2.375188 0.071608 -2.816914 0.1 -0.3 0.7
C -2.418282 -0.730336 -1.644825 0.3 1.0 0.3
C -3.160424 -2.062952 -1.600619 0.1 -0.9 -0.7
C -2.720746 -3.058359 -2.757674 0.7 0.2 1.5
C -1.166724 -3.129464 -2.950375 -1.2 -0.5 -0.9
Br -0.205396 -3.348032 -1.246643 -0.2 0.2 -0.7
C -1.695122 -0.231891 -0.524894 0.3 -0.1 0.3
C -0.971506 0.995453 -0.563274 -0.1 -0.2 -0.3
C -0.936914 1.789172 -1.740322 -0.3 -0.3 0.6
C -0.139363 3.101627 -1.760046 0.5 -0.2 -0.2
C 1.406523 2.872080 -1.666973 0.1 0.4 0.0
C 2.194292 4.229320 -1.651618 0.2 -0.5 0.2
C -0.196240 1.414647 0.706773 0.0 -1.0 0.0
O -0.179187 2.540233 1.141541 0.1 -0.2 -0.2
C 0.525701 0.246983 1.413139 -0.4 -0.4 -0.3
C 1.821343 0.335099 1.955271 -0.7 -1.1 0.2
C 2.362366 -0.844807 2.542194 0.3 0.7 0.5
C 3.807575 -0.788384 3.111376 -0.6 -0.6 -1.1
C 4.678505 -1.780237 2.231339 0.0 0.3 0.1
C 5.915814 -1.118095 1.553708 0.3 -0.6 -0.4
C 5.579701 -0.015014 0.545693 -0.3 1.1 -0.6
C 5.380954 1.343189 0.937254 0.1 -0.7 -0.3
C 5.107667 2.364941 -0.003403 0.2 -1.0 0.4
C 5.027248 2.047106 -1.374597 -0.1 0.1 0.5
C 5.206712 0.715846 -1.801261 0.0 0.7 0.7
C 5.478465 -0.284082 -0.843003 0.0 0.0 -0.2
C 1.643729 -2.062024 2.592287 -0.6 0.6 -0.5
C 0.333538 -2.156849 2.044511 0.6 1.2 -0.1
N -0.447474 -3.359476 2.018310 0.5 -0.2 0.4
C -0.705858 -3.910292 3.365102 -0.7 -0.1 0.0
C -1.832525 -3.105068 4.080500 0.3 -0.9 -0.3
C -0.200795 -0.977238 1.462687 -0.2 0.0 -0.2
C -1.608905 -1.001020 0.818439 0.8 0.5 -0.3
O -2.553299 -1.535225 1.343735 0.1 0.3 -0.3
H -0.772116 2.820993 -6.131729 -0.5 -0.1 0.6
H -2.900301 -0.286294 -3.715293 0.3 0.3 0.4
H -4.263219 -1.952697 -1.678854 0.6 0.3 0.1
H -2.987311 -2.618533 -0.658830 0.0 0.7 -0.4
H -3.009386 -4.065232 -2.383761 -0.2 0.6 -0.6
H -3.234011 -2.811657 -3.705259 0.4 -0.3 0.3
H -0.804372 -2.260485 -3.523979 0.2 -0.3 0.7
H -0.969853 -4.059880 -3.516134 0.2 0.6 0.3
H -0.297969 3.637423 -2.720122 -0.2 -0.3 0.7
H -0.442533 3.742727 -0.907928 0.0 -0.4 -0.6
H 1.712826 2.321392 -0.755533 -0.4 0.1 -0.5
H 1.720630 2.253977 -2.535649 -0.1 0.3 0.5
H 1.615612 5.054228 -1.191505 0.2 -0.5 -0.3
H 3.099134 4.092142 -1.022216 -0.5 0.2 -0.5
H 2.523631 4.517187 -2.667903 -0.3 0.0 0.5
H 2.393479 1.273754 1.909899 -0.3 -0.5 0.1
H 3.833753 -1.064913 4.181499 -0.1 0.1 -0.5
H 4.169348 0.250380 3.016213 -0.1 -0.6 0.1
H 4.050943 -2.184659 1.407257 0.3 0.3 0.5
H 4.973555 -2.668513 2.832996 0.1 0.6 -0.3
H 6.677310 -0.771901 2.286616 -0.6 0.0 -0.3
H 6.419376 -1.925566 0.971461 -0.2 0.5 0.4
H 5.463751 1.559592 2.014742 0.0 0.2 -0.7
H 4.983276 3.384479 0.384716 0.0 -0.4 -0.4
H 4.801075 2.867949 -2.074466 0.2 -0.7 0.2
H 5.143298 0.503897 -2.880398 0.1 -0.1 0.7
H 5.636260 -1.302704 -1.236860 -0.1 0.5 0.5
H 2.123803 -2.949719 3.037163 -0.3 0.5 -0.2
H -0.002849 -4.063067 1.429741 0.0 0.2 0.3
H -1.098107 -4.942041 3.222289 0.4 0.6 0.1
H 0.231081 -3.966318 3.965789 -0.6 0.0 -0.1
H -1.544516 -2.046642 4.218757 -0.3 -0.5 0.1
H -2.750187 -3.197953 3.464230 0.6 0.4 0.3
H -2.056823 -3.620722 5.036251 0.3 0.6 -0.3
O -4.958684 2.908776 -1.791272 0.0 0.0 0.0
C -5.472068 2.341659 -0.849450 0.1 0.0 -0.1
C -6.946295 2.273093 -0.704029 -0.1 0.0 0.0
C -7.509660 1.652792 0.329726 0.0 0.1 -0.1
C -6.687923 1.002218 1.379385 0.0 -0.1 0.1
O -7.203964 0.435552 2.319614 0.0 0.0 -0.1
C -5.214807 1.070896 1.233884 0.1 0.0 0.0
C -4.651706 1.691938 0.199457 0.0 -0.1 0.1
H -7.530350 2.752475 -1.479661 0.0 0.0 0.0
H -8.583704 1.593030 0.453170 0.0 0.0 0.0
H -4.629912 0.591109 2.008836 0.0 0.0 0.0
H -3.577314 1.751139 0.076657 0.0 0.0 -0.1
```
Forces are in eV/Å.


# C39H38Cl2FN7O5RuS3

A structure of composition C39H38Cl2FN7O5RuS3 (ωB97M-V/def2-TZVPD, OMol25).

For the gap between HOMO and LUMO (alpha / beta), the calculation gives 0.208 / 0.216 hartree. For the energy above the lowest of the compared OMol25 structures with the same formula, charge and spin, the calculation gives 53.56 kJ/mol. As for the spin multiplicity: 2. As for the net charge: +1. The value obtained for the highest occupied orbital energy (alpha / beta) is -8.88 / -9.11 eV.

XYZ file:
```
96
Properties=species:S:1:pos:R:3:forces:R:3
Ru 0.671819 -1.415421 -1.116319 0.3 -0.1 0.5
C -2.897495 -7.791078 -4.114722 0.0 0.0 0.0
C -1.824494 -7.046154 -3.369323 0.0 0.0 0.0
C -0.481337 -7.217522 -3.693271 0.0 0.0 0.0
C 0.509761 -6.514036 -3.024637 0.0 0.0 0.0
C 0.151504 -5.629635 -2.019185 0.0 -0.1 0.0
C -1.179498 -5.451980 -1.668537 0.0 0.0 0.0
C -2.156984 -6.158535 -2.346710 0.0 0.0 0.0
S 1.396438 -4.688847 -1.195393 0.0 0.0 0.0
O 2.670049 -5.260125 -1.535205 0.0 0.0 0.0
O 0.981738 -4.565484 0.170863 0.0 0.0 0.0
N 1.278933 -3.214711 -1.894184 0.0 0.0 0.2
C 2.234830 -2.657809 -2.712150 -0.1 -0.1 -0.1
C 3.149505 -3.190956 -3.617608 0.0 0.0 0.0
C 3.871302 -2.288296 -4.373014 0.0 0.0 0.0
C 3.680461 -0.912773 -4.232623 0.0 0.0 0.0
C 2.763295 -0.459108 -3.309291 0.1 0.0 0.1
N 2.084295 -1.330378 -2.565215 -0.1 0.1 -0.5
H -2.511801 -8.713729 -4.546398 0.0 0.0 0.0
H -3.292559 -7.183001 -4.931780 0.0 0.0 0.0
H -3.732081 -8.040238 -3.460096 0.0 0.0 0.0
H -0.205676 -7.920732 -4.470210 0.0 0.0 0.0
H 1.555341 -6.654400 -3.264386 0.0 0.0 0.0
H -1.440003 -4.767975 -0.872085 0.0 0.0 0.0
H -3.197259 -6.023314 -2.075389 0.0 0.0 0.0
H 3.281843 -4.258104 -3.698519 0.0 0.0 0.0
H 4.593494 -2.656523 -5.090563 0.0 0.0 0.0
H 4.235423 -0.207564 -4.833366 0.0 0.0 0.0
H 2.538601 0.584071 -3.144523 0.0 0.0 0.0
Cl -0.737577 -1.979077 0.793125 0.1 -0.1 0.0
C 0.416120 -1.956117 2.118964 0.0 0.0 -0.1
C -0.117277 -2.124574 3.382848 0.0 0.0 0.0
C 0.728730 -2.100737 4.477501 0.0 0.0 0.0
C 2.087345 -1.902440 4.283001 0.0 0.0 0.0
C 2.588148 -1.740781 3.004278 0.0 0.0 0.0
Cl 4.293818 -1.490199 2.821825 0.0 0.0 0.0
C 1.773782 -1.771014 1.859097 0.0 0.0 0.0
S 2.488499 -1.608643 0.272932 0.0 0.0 0.1
H -1.181169 -2.281676 3.497797 0.0 0.0 0.0
H 0.335153 -2.244781 5.474185 0.0 0.0 0.0
H 2.772455 -1.881620 5.119058 0.0 0.0 0.0
F 1.682728 2.107468 4.544360 0.0 0.0 0.0
C 0.936637 2.603168 3.531275 0.0 0.0 0.0
C 0.844598 1.884505 2.373905 0.0 0.0 0.0
C 0.125789 2.391511 1.292283 0.0 0.0 0.0
C 0.063179 1.609626 0.047519 0.0 0.0 0.0
O 0.580103 0.485633 0.051469 -0.2 -0.1 -0.1
C -0.618858 2.239503 -1.040625 0.0 0.0 0.0
C -1.236359 3.428227 -0.838103 0.0 0.0 0.0
N -1.239414 4.118439 0.333420 0.0 0.0 0.0
C -1.896359 5.399974 0.413092 0.0 0.0 0.0
C -3.237951 5.559953 -0.225946 0.0 0.0 0.0
C -3.124701 5.534226 1.269491 0.0 0.0 0.0
C -0.515516 3.629611 1.410785 0.0 0.0 0.0
C -0.428912 4.335245 2.616569 0.0 0.0 0.0
C 0.300762 3.841383 3.685209 0.0 0.0 0.0
N 0.352328 4.604687 4.883797 0.0 0.1 0.0
C 0.857959 5.966591 4.809245 0.0 0.0 0.0
C -0.030504 6.840983 5.703484 0.0 0.0 0.0
N -0.612187 5.945786 6.769409 0.0 0.0 0.0
C 0.428712 4.987957 7.272256 0.0 0.0 0.0
C 0.723882 3.981286 6.148178 0.0 0.0 0.0
C -0.640402 1.616399 -2.414531 -0.1 -0.1 0.1
O -1.525064 2.008546 -3.211296 0.0 0.0 -0.1
O 0.229833 0.749136 -2.622844 0.1 0.2 -0.1
H 1.350931 0.930970 2.275098 0.0 0.0 0.0
H -1.775413 3.877766 -1.660889 0.0 0.0 0.0
H -1.216795 6.244046 0.368692 0.0 0.0 0.0
H -3.677655 4.695590 -0.702724 0.0 0.0 0.0
H -3.440278 6.500763 -0.715924 0.0 0.0 0.0
H -3.466664 4.638362 1.770139 0.0 0.0 0.0
H -3.265799 6.456471 1.816851 0.0 0.0 0.0
H -0.961785 5.269627 2.724802 0.0 0.0 0.0
H 0.821586 6.335061 3.788554 0.0 0.0 0.0
H 1.904681 6.020299 5.133749 0.0 0.0 0.0
H -0.869753 7.271416 5.160834 0.0 0.0 0.0
H 0.522764 7.633915 6.202954 0.0 0.0 0.0
H -1.355225 5.395487 6.333320 0.0 0.0 0.0
H -1.018239 6.494176 7.525934 0.0 0.0 0.0
H 0.057594 4.500984 8.170352 0.0 0.0 0.0
H 1.295493 5.591467 7.534242 0.0 0.0 0.0
H 0.129235 3.079449 6.285136 0.0 0.0 0.0
H 1.777934 3.699573 6.209538 0.0 0.0 0.0
C -0.675680 -3.797346 -4.756379 0.0 0.0 0.0
N -0.910149 -2.381594 -4.988464 0.1 0.0 0.0
C -0.864675 -1.758209 -6.218126 -0.1 0.0 0.0
C -1.177944 -0.459978 -6.009591 0.0 0.0 0.0
N -1.418404 -0.314365 -4.668752 0.1 0.0 0.0
C -1.232486 -1.478857 -4.037246 -0.1 -0.1 -0.1
S -1.478624 -1.823880 -2.365397 0.0 0.2 0.0
H 0.008195 -4.166270 -5.517414 0.0 0.0 0.0
H -1.610490 -4.355964 -4.796679 0.0 0.0 0.0
H -0.236492 -3.918946 -3.772697 0.0 0.0 0.0
H -0.624216 -2.294614 -7.117962 0.0 0.0 0.0
H -1.246953 0.364432 -6.695179 0.0 0.0 0.0
H -1.542404 0.596326 -4.179940 -0.1 0.1 0.1
```
Forces are in eV/Å.